The following is a DFT calculation (ωB97M-V/def2-TZVPD) of 2 unconnected molecules or ions with the total composition C5H15NO at a distorted geometry.

Calculated values
- Max |F|: 3.304 eV/Å
- <S²>: 0.754
- Total charge: +1
- Gap between HOMO and LUMO (spin up / spin down): 0.4228 / 0.2524 Eh
- 2S+1: 2
- HOMO level (spin up / spin down): -15.0 / -15.0 eV
- ΔE to the lowest compared entry with this formula, charge and spin: 25.75 kcal per mole

Atoms and positions in Å:
C -1.387 0.658 -2.478
C -0.432 1.519 -1.582
C 0.516 0.621 -0.805
C -0.234 -0.116 0.301
N 0.568 -0.992 1.101
C 1.758 -1.645 0.534
H -0.875 -0.303 -2.617
H -1.489 0.989 -3.499
H -2.401 0.510 -2.122
H 0.077 2.161 -2.295
H -1.077 2.106 -0.926
H 0.930 -0.123 -1.518
H 1.368 1.126 -0.338
H -0.634 0.583 1.081
H -1.128 -0.683 -0.065
H 0.073 -1.671 1.678
H 2.171 -2.342 1.272
H 1.556 -2.166 -0.376
H 2.470 -0.851 0.285
H -1.229 0.600 4.382
H -0.246 -0.174 3.553
O -0.353 0.189 4.436